# 1
C42H62N4NaO3 as an isolated structure at a distorted geometry. Source: OMol25; level of theory: ωB97M-V/def2-TZVPD.

Cartesian coordinates (Å):
H 1.857 -0.127 -4.267
C 0.300 5.464 -3.811
H 1.976 6.349 -1.904
H -3.524 4.381 -4.342
H 0.749 -4.874 -1.823
C -5.336 2.148 5.080
C -5.390 2.002 3.551
H 2.187 3.132 -2.165
H -3.687 6.269 -2.595
H 3.035 0.515 0.537
H -5.505 3.706 -0.567
Na 0.244 0.145 0.079
C -0.471 3.934 -1.935
C -3.736 -4.125 0.289
C 1.792 0.237 -3.238
C -5.545 3.404 2.955
H 3.427 1.069 -1.087
H -4.327 -2.659 4.136
H -0.336 -1.128 4.617
H 2.501 -4.976 -1.975
H -4.437 -0.364 4.340
C 0.716 4.693 -2.549
H 0.373 -3.658 -3.713
H -5.431 6.031 -2.450
H -0.217 4.802 -4.508
H -1.382 -3.865 3.927
H -1.186 -3.758 0.473
C 3.149 -2.636 0.797
N -2.273 -1.078 -0.955
H 4.241 -2.539 0.760
H 2.917 -3.675 1.042
N -3.446 -2.722 0.108
C -3.500 -2.488 4.830
H -0.997 -2.257 5.825
C 1.200 5.700 -1.489
H -4.421 2.667 5.371
H 1.197 5.843 -4.304
C -2.944 3.746 -1.724
C 1.899 3.804 -2.963
H -2.449 -3.433 2.577
H -5.073 -1.409 0.406
H 1.611 5.165 -0.631
C -2.177 1.122 1.630
H -7.539 1.642 3.489
C -3.779 0.042 3.583
H -5.624 3.365 1.867
H -4.396 5.927 -1.013
C 1.692 -4.524 -1.391
H 1.636 3.211 -3.841
H -6.390 3.751 -2.097
H 2.749 4.441 -3.223
C 1.883 -0.899 -2.259
H -3.491 2.814 1.671
C -2.653 -0.671 3.261
H -0.839 -2.709 2.683
C -2.285 -1.906 4.096
C -1.244 -1.447 5.132
H -0.547 -2.163 -3.471
H -6.191 2.730 5.435
C 1.786 -3.020 -1.408
C -2.228 -2.245 -0.322
C -4.322 3.868 -3.803
H -5.336 2.373 -1.731
C 1.363 -2.190 -2.477
N -1.130 -2.915 -0.069
O 0.779 2.389 -0.578
H -3.692 2.295 -0.362
C -1.548 2.409 -0.281
H -4.203 2.794 -3.954
H -6.567 0.162 3.565
C -3.328 1.822 2.069
C -4.284 4.185 -2.300
H -0.216 -2.739 -0.540
H -3.226 -3.446 5.276
C -1.744 -0.120 2.271
O -0.657 -0.645 1.924
H -5.279 4.179 -4.232
H -5.095 -2.289 -1.147
C -6.615 1.169 3.144
C 2.515 -2.218 -0.501
H 1.764 -4.924 -0.375
C -4.135 1.303 3.038
H -3.848 -1.845 5.641
H -3.010 -4.592 0.953
C -1.740 4.321 -2.246
O -4.059 0.279 -1.543
H 2.801 -2.007 1.624
H -3.736 -4.673 -0.662
H -1.860 5.099 -2.990
N -1.325 1.555 0.695
C 3.419 0.192 -0.439
H 2.613 0.939 -3.088
C -0.307 2.874 -0.939
H -0.341 6.321 -3.589
H -5.354 1.183 5.587
C -4.459 5.696 -2.078
H -6.655 1.080 2.057
C -2.832 2.821 -0.743
C 0.460 -2.573 -3.617
C -1.690 -3.051 3.263
H 0.838 -2.186 -4.568
C 2.593 -0.916 -1.038
H 0.373 6.324 -1.145
H -6.453 3.869 3.344
C -3.587 -0.725 -1.046
H 0.853 0.794 -3.144
C -5.448 3.455 -1.629
H -4.718 -4.222 0.749
H -1.630 -0.603 5.707
H -4.695 4.035 3.223
H 4.458 -0.122 -0.291
C -4.453 -1.823 -0.393

Cartesian forces, eV/Å:
-0.0356 0.0126 -0.0142
0.0380 0.0280 0.1369
0.0281 -0.0317 0.0118
-0.0070 -0.0069 -0.0222
-0.0158 -0.0863 0.0208
0.0026 0.0077 -0.0772
-0.0365 0.0255 0.0288
0.0530 -0.0765 0.0625
-0.0002 0.0376 0.0024
0.1161 0.1001 0.0365
-0.0199 -0.0360 0.0108
0.8944 -0.5838 -0.6195
-0.0976 0.4008 -0.4432
0.0954 -0.0065 -0.1412
-0.1085 -0.0936 0.2275
0.0503 -0.1247 0.0170
-0.0157 0.0593 0.0515
-0.0245 -0.0176 0.0322
0.0189 0.0027 0.0567
-0.0040 -0.1014 0.0067
0.0051 0.0106 0.0037
0.0692 0.0694 0.0536
-0.0270 -0.0036 -0.0291
-0.0021 -0.0190 -0.0151
0.0041 0.0507 -0.0494
-0.0236 0.0097 -0.0050
0.0509 0.0347 0.0054
0.0224 0.1176 -0.2520
0.3884 -0.0527 0.0269
0.0214 -0.0549 0.0851
0.0118 0.0027 0.0443
0.1508 -0.0899 0.1479
0.0812 0.0613 0.0574
0.0300 -0.0206 -0.0347
0.0260 -0.1152 0.0171
-0.0181 0.0083 0.0394
-0.0041 0.0302 0.0124
-0.3187 -0.2276 0.4153
-0.2161 -0.0202 0.0479
0.0091 0.0018 0.0479
-0.0045 0.0444 -0.0429
0.0019 0.0417 0.0161
-0.2098 -0.1905 0.1383
-0.0025 -0.0154 0.0147
0.0977 -0.1611 -0.1619
0.0129 0.0379 -0.0029
-0.0216 0.0313 -0.0067
-0.1129 0.2447 0.1211
0.0266 -0.0768 0.0124
-0.0021 0.0380 -0.0030
-0.0350 -0.0025 -0.0286
-0.1056 -0.0856 -0.1209
-0.0649 -0.0315 -0.0171
-0.1923 -0.1196 0.3653
0.0649 0.0118 -0.0086
0.0723 0.0076 0.0056
0.0118 -0.0242 -0.1243
-0.0422 -0.0517 -0.1240
-0.0156 -0.0225 0.0174
-0.2748 -0.0602 0.0766
-0.7775 0.3999 -0.1105
0.0217 0.0022 0.0838
-0.0482 0.0260 0.0357
0.0313 -0.0182 0.0707
1.1845 -0.6467 -0.4586
-0.0856 0.4576 -0.4688
0.0284 0.0617 -0.0105
0.0675 -0.2955 0.5704
-0.0034 0.0039 -0.0356
-0.0066 -0.0031 0.0035
0.0065 -0.0806 0.0444
-0.0546 0.0339 -0.0565
-0.4039 0.1954 0.1827
0.0182 0.0032 0.0055
0.1289 0.3012 -0.2576
-0.2553 -0.3751 0.6238
0.0087 0.0057 -0.0135
0.0173 -0.0024 -0.0062
0.0255 0.0647 0.0344
-0.0303 -0.0452 0.0313
-0.0227 -0.0397 -0.0290
-0.0847 0.1828 -0.1007
-0.0352 0.0075 -0.0304
-0.0819 -0.0355 0.0121
0.4216 -0.1594 -0.0951
0.0257 -0.1303 -0.0277
0.0423 -0.0759 0.0684
-0.0320 0.0083 0.0163
-0.0227 -0.0204 0.0326
-0.4216 0.7571 -0.2474
-0.1758 -0.1203 -0.0906
-0.0455 0.0783 -0.0270
0.3579 -0.2741 0.2628
-0.0148 -0.0096 -0.0342
0.0139 -0.0082 -0.0088
0.0455 -0.0811 -0.0184
-0.0359 -0.0147 -0.0033
-0.2465 0.3659 -0.2333
0.2010 0.0650 0.1471
-0.0684 0.1074 -0.0621
-0.0706 -0.0249 -0.0595
0.0563 0.0894 0.1922
0.0103 0.0088 -0.0129
-0.0052 0.0111 0.0008
-0.3209 -0.0665 0.0731
0.0195 0.1210 -0.1080
0.0954 -0.0303 -0.0414
0.0235 -0.0152 0.0488
0.0040 -0.0226 0.0241
-0.0193 0.0376 -0.0462
0.0079 0.0255 0.0564
0.1094 0.2561 -0.0572

Values from the calculation:
HOMO-LUMO gap (spin up / spin down) = 4.5 / 4.5 eV
charge = -1
2S+1 = 1

Here are the Löwdin charges for atoms 1 to 99, given in e: 0.065 -0.075 0.080 0.075 0.052 -0.052 -0.559 0.057 0.073 0.069 0.073 0.396 -0.068 -0.053 -0.057 -0.064 0.054 0.086 0.087 0.068 0.089 -0.528 0.055 0.080 0.090 0.085 0.100 -0.062 0.203 0.065 0.053 -0.102 -0.072 0.081 -0.044 0.090 0.081 -0.159 -0.051 0.055 0.126 0.088 -0.175 0.080 0.013 0.069 0.087 -0.082 0.085 0.084 0.083 -0.254 0.103 -0.081 0.066 -0.527 -0.037 0.063 0.078 -0.302 -0.413 -0.040 0.071 -0.269 0.252 0.018 0.084 -0.157 0.094 0.076 0.032 -0.551 0.112 0.080 -0.294 -0.055 0.080 0.129 -0.047 -0.265 0.053 -0.181 0.076 0.065 0.032 0.037 0.067 0.095 0.089 0.140 -0.057 0.054 -0.260 0.076 0.072 -0.049 0.086 0.021 -0.065

# 2
C34H41FN9O5Ti as an isolated structure at a distorted geometry. Source: OMol25; level of theory: ωB97M-V/def2-TZVPD.

Cartesian coordinates (Å):
H -4.444 -2.001 -2.291
H -6.668 1.188 -2.757
C 5.292 4.108 0.116
H 5.855 3.182 0.036
N -2.425 -3.353 2.269
H -5.430 -2.744 -0.308
N -4.654 -2.098 -0.249
C 3.197 5.076 0.794
H -0.566 2.009 2.827
C 3.365 2.618 0.439
H 6.199 4.676 1.990
C 6.394 -1.023 0.128
O -2.982 0.495 -2.000
H -1.821 -1.209 -4.639
H -3.671 -7.523 1.106
C -3.132 0.350 -4.554
N -4.215 -0.405 -4.490
O 0.396 -1.290 -0.724
C -2.058 -1.313 4.127
C -5.556 0.092 -4.176
H 7.049 5.299 0.557
H 6.249 -0.132 -0.484
C -3.279 -6.565 0.791
C -1.864 -0.246 4.988
H 3.374 7.014 1.744
F 1.451 3.592 -0.585
C -3.147 -0.568 -1.416
H -1.104 0.337 -4.659
C 2.186 -2.284 0.463
C -2.378 -5.153 -0.953
C -4.508 -1.295 -1.453
C -2.566 -4.323 1.299
N -1.936 -0.217 -4.762
C -5.713 -0.359 -1.649
N 3.986 3.859 0.703
H -4.103 2.110 -4.305
C 4.017 1.452 0.802
N 5.286 6.350 1.107
H 0.529 1.209 -0.806
H 6.144 -1.896 -0.475
H 5.690 -1.868 1.984
O 0.194 -3.421 0.757
N -3.232 1.679 -4.565
H -4.926 1.408 -2.570
C -3.104 -5.553 1.710
N -1.924 -2.208 1.847
H 4.067 5.671 2.679
H -5.847 0.183 -0.710
C -1.177 0.021 2.319
C -2.928 -6.364 -0.543
C -5.705 0.673 -2.774
C -1.334 0.953 4.530
O 2.071 -4.650 0.634
H 5.759 -0.122 1.999
H 3.965 -3.010 1.340
C -0.983 1.078 3.193
C 3.442 0.189 0.626
H -3.361 -5.678 2.754
C 3.925 6.077 1.680
C 1.481 -3.603 0.610
H -4.076 -1.402 -4.482
C 1.506 1.273 -0.340
H 4.986 1.541 1.271
C 1.503 -1.181 -0.109
H 3.004 5.526 -0.191
H -1.205 1.787 5.206
H 7.445 -1.093 0.406
O -2.205 -1.159 -0.748
H 5.177 6.759 0.175
H 5.198 4.525 -0.900
C 2.099 2.487 -0.156
C 6.074 5.079 0.987
H 5.787 7.031 1.681
C -1.726 -1.179 2.780
H -6.592 -0.999 -1.773
H -2.406 2.238 -4.438
H -6.230 -0.754 -4.305
N 4.093 -0.963 1.028
Ti -1.124 -2.367 0.113
H -0.936 0.132 1.265
H -5.836 0.838 -4.924
C 3.445 -2.139 0.960
H -3.061 -7.164 -1.260
H -2.463 -2.256 4.464
H -4.786 -1.514 0.568
C -2.183 -4.114 -0.059
C 5.522 -0.982 1.377
H 2.236 4.866 1.254
H -2.089 -5.043 -1.994
C 2.155 0.099 0.057
H -2.131 -0.350 6.032

Cartesian forces, eV/Å:
0.0396 -0.0068 0.0159
0.0001 0.0400 0.0007
-0.1141 0.0615 0.0411
0.0338 0.0054 -0.0049
-0.0466 0.0647 0.5004
0.0082 0.0107 -0.0314
0.0622 -0.0317 -0.1163
0.1086 -0.0080 0.0587
-0.0263 -0.0029 -0.0202
0.1234 -0.2059 0.0708
-0.0139 0.0842 0.0377
-0.1089 0.0113 0.0648
0.2242 -0.1809 0.2767
-0.0234 0.0158 0.0093
-0.0391 0.0198 0.0023
0.0283 0.1188 -0.3270
0.0293 -0.1861 0.0435
0.5783 0.5814 0.1186
0.0034 -0.1063 -0.1417
-0.0870 0.1786 0.0463
-0.0331 0.1305 -0.0003
0.0270 -0.0047 -0.0152
0.0174 -0.0033 -0.0156
0.0043 0.0135 0.0279
0.0931 0.0552 -0.0363
0.0644 -0.0024 0.0069
-0.0605 0.1108 0.1622
-0.0264 -0.0156 0.0051
-0.3373 0.0460 -0.0369
-0.0722 0.0567 -0.0983
0.0183 -0.0429 0.4244
0.0501 0.0470 -0.4054
0.0267 0.0184 0.0706
0.1303 0.1831 -0.1038
0.0242 0.0871 -0.0575
0.0611 -0.0385 0.0161
0.1131 0.1758 0.0117
0.0164 -0.0305 0.0425
0.0004 -0.0046 0.0337
0.0232 0.0055 -0.0153
-0.0611 0.0116 0.0371
2.0619 -1.2592 0.5979
-0.0153 0.0182 -0.1304
-0.1676 0.0020 -0.0397
0.0293 0.0992 0.0035
-0.1746 -0.1123 0.0513
0.0870 0.0379 0.0043
-0.0545 -0.0322 0.0217
-0.0865 -0.1629 -0.0135
-0.0035 -0.0178 -0.0180
-0.0852 -0.0496 0.0157
0.0261 0.0258 -0.0208
0.0000 0.0531 0.0749
-0.0617 -0.0308 0.0839
0.0330 -0.0031 -0.0450
0.0223 0.0336 0.0278
-0.1862 0.0108 -0.1537
-0.0022 -0.0184 -0.0007
-0.3380 -0.1232 0.0312
0.3145 -0.0360 -0.0311
0.0008 0.0306 -0.0732
-0.0910 0.0876 -0.0286
-0.0173 0.0087 0.0404
0.4357 -0.3495 0.0518
-0.0216 -0.0082 0.0119
0.0209 -0.0242 0.0202
0.0013 0.0309 0.0081
-1.1470 1.2138 -1.3299
0.0419 0.0861 0.0295
0.0234 -0.0405 -0.0165
-0.1695 -0.0589 -0.1017
0.1015 -0.3228 -0.1389
-0.0020 0.0168 -0.0163
-0.0734 0.2366 0.2462
-0.0050 -0.0183 0.0844
-0.0211 -0.0344 -0.0053
-0.0231 0.0227 -0.0692
-0.0662 -0.1891 -0.0169
-1.4462 -0.5491 0.1764
-0.0102 0.0516 -0.0112
0.0151 -0.0817 -0.0766
0.0843 0.1330 0.0466
-0.0045 0.0031 0.0029
-0.0267 0.0380 0.0544
-0.0189 -0.0270 0.0130
-0.2551 -0.1006 0.1467
0.2138 0.0155 -0.1041
-0.0136 0.0274 0.0001
0.0408 -0.0050 0.0086
0.1850 0.1234 -0.1058
-0.0106 -0.0137 -0.0054

Values from the calculation:
HOMO-LUMO gap (spin up / spin down) = 4.8 / 6.3 eV
charge = +2
ΔE to the lowest compared entry with this formula, charge and spin = 64.4 kcal per mole
2S+1 = 2

Table of Löwdin atomic charges, one value per atom, all in e: 0.144 0.125 -0.130 0.131 0.103 0.098 0.074 -0.142 0.095 -0.134 0.145 -0.048 0.040 0.129 0.107 -0.461 0.100 -0.076 -0.009 -0.141 0.144 0.072 -0.075 -0.070 0.144 0.071 -0.494 0.126 -0.010 -0.108 -0.297 -0.314 0.214 -0.138 -0.086 0.113 0.069 0.066 0.146 0.089 0.130 -0.111 0.226 0.090 -0.013 -0.134 0.146 0.127 -0.040 -0.080 -0.187 -0.093 0.145 0.112 0.164 -0.094 -0.104 0.115 -0.077 -0.509 0.155 0.095 0.115 -0.257 0.138 0.102 0.088 -0.146 0.186 0.145 -0.184 -0.081 0.191 -0.238 0.123 0.134 0.136 -0.015 1.118 0.087 0.127 0.067 0.104 0.109 0.097 -0.157 -0.168 0.144 0.093 -0.040 0.110

# 3
C26H21ClO3PSTc as an isolated structure at a distorted geometry. Source: OMol25; level of theory: ωB97M-V/def2-TZVPD.

Cartesian coordinates (Å):
C 1.309 2.117 -3.841
C 3.360 -0.287 0.340
C -0.082 -0.212 1.930
H 1.591 4.247 -3.878
H -6.035 1.168 -0.931
C 1.922 0.995 -1.792
C 4.386 -0.741 2.477
H 4.809 -2.269 -4.399
H 6.549 0.880 0.439
C 3.289 -0.816 1.622
H -2.991 4.157 -1.345
H 1.095 0.012 -3.514
H 6.408 -0.076 2.722
H 2.650 2.280 -0.230
C -2.310 2.168 -0.932
C 2.674 -4.150 -2.568
C -2.667 0.841 -0.693
Cl -1.599 0.282 2.914
C -4.990 1.452 -0.936
C 3.529 -1.537 -2.837
C 3.637 -3.835 -3.513
C 5.637 0.402 0.774
C 4.544 0.320 -0.076
H 2.380 -1.303 1.944
H -4.287 -0.537 -0.496
C 2.285 2.225 -1.248
H 2.445 4.339 -1.555
H 3.861 -0.514 -2.966
C 1.422 0.955 -3.093
C -4.015 0.492 -0.697
C 2.578 -1.829 -1.867
O 1.046 -2.968 0.629
C 2.141 -3.155 -1.756
C 2.166 3.390 -1.996
C -4.627 2.772 -1.173
H -1.260 2.437 -0.922
H 2.319 -5.164 -2.443
S 0.806 -3.650 -0.668
H 0.524 0.692 1.988
H 4.045 -4.616 -4.144
O -0.377 -3.023 -1.283
C -3.283 3.128 -1.168
H 0.375 -0.955 2.593
C 5.556 -0.134 2.055
O 0.801 -5.081 -0.607
H 4.614 0.752 -1.067
P 1.873 -0.496 -0.749
H -5.388 3.521 -1.358
C 1.684 3.338 -3.296
Tc -0.332 -1.139 0.029
H 4.314 -1.163 3.472
H 0.913 2.070 -4.848
C 4.062 -2.526 -3.657
C -1.628 -0.161 -0.426

Cartesian forces, eV/Å:
0.0055 -0.0235 0.0305
-0.2030 0.0572 -0.1469
-0.2336 0.0778 -0.0354
-0.0074 -0.0092 0.0037
-0.0076 0.0126 -0.0065
-0.0010 0.0348 -0.0016
-0.1674 -0.0443 -0.0822
-0.0131 0.0112 0.0004
0.0001 -0.0003 0.0008
0.1509 -0.0280 0.1220
-0.0197 0.0028 -0.0047
0.0117 -0.0136 0.0192
-0.0053 0.0081 -0.0078
-0.0115 -0.0075 -0.0086
-0.0293 0.1971 -0.0330
0.0196 0.1361 0.0780
0.5310 -0.4131 -0.0076
0.2122 -0.1106 -0.1791
0.0878 -0.0805 0.0225
0.2157 -0.0297 -0.1632
-0.0006 -0.1380 -0.0566
-0.1056 -0.0565 0.0115
0.1113 0.0612 -0.0087
-0.0319 -0.0031 -0.0010
0.0090 0.0154 -0.0079
-0.0457 0.0695 -0.0336
0.0010 -0.0005 -0.0066
0.0036 0.0096 0.0289
-0.0526 0.0434 -0.0326
-0.1777 0.0380 -0.0059
-0.2916 0.2957 0.1954
0.1467 -0.4815 -0.2544
0.0489 -0.2248 -0.0318
-0.0019 -0.0300 0.0131
-0.0262 0.0466 -0.0160
-0.0032 -0.0263 -0.0048
-0.0039 0.0088 -0.0035
0.2380 0.4991 0.5056
-0.0473 0.0462 0.0610
0.0049 0.0158 0.0129
-0.1171 -0.0086 0.0038
0.0644 -0.0953 0.0158
0.0511 -0.0122 -0.0373
0.1085 0.0381 0.0137
0.0346 -0.1494 -0.1623
-0.0014 -0.0257 -0.0128
-0.2394 -0.5290 -0.0503
0.0034 -0.0058 0.0080
0.0095 -0.0012 -0.0034
0.8862 -0.7246 0.4630
0.0177 0.0098 0.0006
0.0050 -0.0014 0.0047
-0.0857 0.1292 0.1389
-1.0478 1.4102 -0.3480

Values from the calculation:
HOMO-LUMO gap (spin up / spin down) = 5.7 / 6.2 eV
charge = -1
ΔE to the lowest compared entry with this formula, charge and spin = 8.5 kcal per mole
2S+1 = 2

Table of natural (NBO) atomic charges, one value per atom, all in e: -0.213 -0.251 -0.608 0.206 0.200 -0.363 -0.203 0.206 0.205 -0.211 0.200 0.228 0.204 0.214 -0.210 -0.184 -0.034 -0.215 -0.221 -0.146 -0.216 -0.229 -0.222 0.247 0.219 -0.143 0.207 0.204 -0.186 -0.210 -0.312 -0.991 -0.326 -0.236 -0.235 0.218 0.243 2.411 0.172 0.207 -0.942 -0.221 0.176 -0.215 -0.958 0.210 0.995 0.198 -0.218 0.192 0.210 0.209 -0.231 -0.031

> Which value of 2S+1 does entry 1 give?

1

> Number 3 is which compound?

C26H21ClO3PSTc